17
Properties=species:S:1:pos:R:3:forces:R:3:mulliken_charge:R:1 method="wB97M-V/def2-TZVPD" total_charge=0 max_force_ha_per_bohr=0.068 e_tot_ha=-3540.85898
F -1.40573 -1.05064 -0.47682 -1.27 -0.23 -0.30 -0.201
C -1.15569 0.05178 -1.19397 -0.15 2.14 0.86 -0.329
C -0.07054 -0.14658 -2.07100 1.47 -0.62 1.48 0.561
F -0.01947 0.32810 -3.30565 -0.61 0.27 -0.54 -0.273
C 1.04512 -0.82073 -1.60610 -2.89 1.46 1.29 -0.513
C 1.49018 -0.84346 -0.26924 0.74 -0.69 -0.81 0.227
F 2.65747 -1.51122 -0.13246 -0.22 0.01 0.21 -0.289
C 1.12406 -0.04660 0.74344 -0.35 0.52 0.79 0.384
F 1.97942 0.10361 1.74897 0.77 0.22 0.18 -0.267
C -0.07361 0.71961 0.84214 0.53 1.60 -1.91 -0.318
Br 0.16572 2.70506 1.09739 0.35 -1.27 -0.35 -0.075
C -1.08952 0.32025 1.83412 0.34 0.39 0.41 0.925
F -0.85687 0.87230 3.04823 0.16 -0.42 0.09 -0.244
F -2.22588 0.82039 1.42926 -2.32 -0.04 -0.05 -0.246
F -1.15233 -0.99154 2.01649 -0.30 -0.38 0.08 -0.251
H -2.02523 0.80438 -1.42398 1.60 -1.85 0.68 0.346
H 1.61291 -1.31472 -2.28083 2.15 -1.12 -2.09 0.563